The following is a quantum chemistry calculation of 2 unconnected molecules or ions with the total composition C3Cl5N at a distorted geometry, from the OMol25 dataset.

For the LUMO energy (spin up / spin down), the calculation gives -0.49 / -1.74 eV.

Geometry (Å):
C -0.8455 -1.2058 0.9103
C -0.6376 -1.3865 -0.4378
C 1.5251 1.0590 0.3922
N -0.7101 -1.0342 2.0334
Cl 0.5019 -2.7254 -0.7968
Cl -1.2647 -0.5476 -1.7393
Cl 2.6915 -0.1165 0.0212
Cl 1.2593 2.2841 -0.6638
Cl 1.0569 1.1416 1.9684

Cartesian forces, eV/Å:
C 0.21 0.22 -1.57
C 1.46 -1.83 -0.78
C 0.43 -1.46 0.07
N -0.60 -0.09 2.04
Cl -1.16 1.23 0.17
Cl -0.23 0.16 0.14
Cl 0.38 -0.15 -0.25
Cl -0.32 1.26 -1.04
Cl -0.18 0.65 1.21